A.
C4H11N3 | the ωB97M-V functional and the def2-TZVPD basis

Last column: Mulliken charge in e.
Geometry (Å):
H (-0.699, 0.728, 0.607)  0.615
N (1.194, -0.090, 1.236)  0.591
H (3.657, 0.917, 1.797)  0.253
C (-0.084, -0.155, 0.537)  -1.990
H (-2.788, 0.666, -0.878)  0.729
C (-1.121, -0.138, -1.826)  -1.202
N (2.798, 1.319, 2.129)  -0.714
N (-2.468, -0.225, -1.252)  -1.211
C (-0.113, -0.843, -0.841)  -1.876
H (-0.381, -1.899, -0.846)  1.365
H (-0.659, -0.892, 1.151)  -0.352
H (-0.842, 0.899, -2.025)  0.592
C (1.605, 1.104, 1.778)  -0.214
H (0.760, 1.809, 1.977)  0.599
H (-2.510, -0.979, -0.583)  0.591
H (1.866, -0.809, 1.080)  0.220
H (-1.092, -0.740, -2.748)  0.519
H (0.875, -0.673, -1.293)  0.484

Output
- charge = -1
- HOMO (spin up / spin down) (eV) = 1.2746 / -5.0721
- multiplicity = 2

B.
C4H11N3 | the ωB97M-V functional and the def2-TZVPD basis

Last column: Mulliken charge in e.
Geometry (Å):
H (2.258, 0.186, -1.377)  0.930
H (2.117, -1.190, 0.642)  0.946
N (-2.020, 0.877, -0.498)  -0.393
H (1.575, -1.840, -2.456)  0.198
C (-1.421, 1.320, 0.542)  -1.796
H (0.580, 0.549, -1.274)  0.147
H (-1.735, -0.062, -0.737)  0.353
C (1.415, -0.375, 0.500)  -1.694
H (-0.081, 1.351, 1.986)  0.854
H (0.152, -1.087, 2.076)  1.198
H (1.765, 0.625, 0.771)  0.312
H (-1.578, 2.372, 0.769)  0.987
H (-0.022, -1.521, -2.084)  0.195
N (0.930, -1.402, -1.826)  -0.425
C (1.301, -0.240, -1.061)  -1.126
N (-0.675, 0.678, 1.490)  -0.188
H (-0.625, -1.209, 0.546)  0.231
C (0.023, -0.560, 1.124)  -1.729

Output
- charge = -1
- HOMO (spin up / spin down) (eV) = 1.3336 / -5.3322
- multiplicity = 2

The least stable of them is A.

A.
C3H7N2OSe | the ωB97M-V functional and the def2-TZVPD basis

Last column: Mulliken charge in e.
Geometry (Å):
H (1.561, -1.859, -0.357)  0.335
C (-0.622, 0.532, 0.636)  -0.530
H (-2.428, 0.569, -0.591)  0.359
H (-1.036, 1.309, 1.282)  0.519
Se (0.314, -0.903, 1.667)  0.121
H (-2.488, -0.552, 0.653)  0.363
C (1.624, -0.934, 0.220)  -0.462
H (-1.574, -0.861, -0.707)  0.375
O (2.101, 0.575, -1.587)  -0.502
N (-1.883, -0.124, -0.060)  -0.335
C (1.400, 0.264, -0.678)  0.302
H (0.138, 1.876, -0.791)  0.241
N (0.261, 0.984, -0.327)  -0.151
H (2.630, -0.877, 0.640)  0.365

Output
- charge = +1
- HOMO (eV) = -13.6013

B.
C3H7N2OSe | the ωB97M-V functional and the def2-TZVPD basis

Last column: Mulliken charge in e.
Geometry (Å):
Se (1.897, -0.606, -0.182)  0.156
N (-1.193, -1.718, -0.071)  -0.202
H (-1.129, 0.813, 1.295)  0.260
H (1.251, 1.070, -1.751)  0.301
C (0.247, 1.662, -0.020)  0.335
H (-1.932, -1.255, 0.400)  0.369
C (0.015, -0.941, 0.487)  -0.604
H (2.477, 1.732, -0.603)  0.388
O (-0.155, 2.808, 0.006)  -0.533
H (-1.229, -1.674, -1.069)  0.342
H (-0.044, -1.042, 1.543)  0.564
H (-1.157, -2.745, 0.130)  0.381
C (1.474, 1.214, -0.705)  -0.470
N (-0.522, 0.681, 0.541)  -0.288

Output
- charge = +1
- HOMO (eV) = -13.4132

The least stable of them is B.

A.
C3H11N5 | the ωB97M-V functional and the def2-TZVPD basis

Last column: Mulliken charge in e.
Geometry (Å):
N (0.275, -1.829, 0.278)  -0.669
H (-0.417, -4.089, -0.572)  0.221
H (-0.111, -0.181, -1.644)  0.352
H (-1.904, 0.708, 0.322)  0.185
H (0.321, -2.652, 0.865)  0.117
N (-0.042, -1.151, -1.942)  -0.519
N (1.287, 3.234, 1.853)  -0.590
C (0.882, 2.214, 0.965)  -0.192
H (-0.463, -0.011, 0.699)  0.283
H (1.986, 2.825, 2.506)  0.267
H (-1.320, -3.575, -1.869)  0.228
N (-0.474, -3.414, -1.310)  -0.476
H (1.597, 1.547, 0.452)  0.338
H (1.749, 4.011, 1.372)  0.234
C (-0.083, -2.121, -0.952)  0.522
N (-0.928, 0.790, 0.180)  -0.503
H (-1.207, 2.841, 0.848)  0.245
H (-0.716, -1.233, -2.695)  0.244
C (-0.431, 2.084, 0.642)  -0.285

Output
- HOMO (eV) = -7.5961

B.
C3H11N5 | the ωB97M-V functional and the def2-TZVPD basis

Last column: Mulliken charge in e.
Geometry (Å):
H (0.018, 2.348, -1.919)  0.193
C (-0.393, -0.663, -1.270)  -0.293
H (-1.879, 1.498, -0.358)  0.200
H (-0.524, -2.041, 1.104)  0.242
N (-0.974, 1.323, 0.068)  -0.517
H (1.244, 1.211, -2.330)  0.193
H (-0.563, -0.526, 2.064)  0.203
H (1.982, 0.958, 0.352)  0.214
C (0.063, -1.350, 1.712)  -0.781
H (-0.980, 1.440, 1.076)  0.182
N (1.235, -0.898, 0.975)  -0.432
N (-1.583, -1.174, -1.193)  -0.721
H (0.385, -1.925, 2.585)  0.366
H (0.290, -1.079, -2.031)  0.283
N (0.545, 1.519, -1.660)  -0.476
H (2.048, -0.871, 1.601)  0.286
H (-2.146, -0.792, -0.427)  0.297
N (1.156, 0.368, 0.276)  -0.147
C (0.074, 0.654, -0.626)  0.706

Output
- HOMO (eV) = -7.4799

The least stable of them is B.

A.
C3H12N2O2 | the ωB97M-V functional and the def2-TZVPD basis

Last column: Mulliken charge in e.
Geometry (Å):
H (0.143, -2.487, 2.078)  0.319
H (1.624, 2.063, -0.658)  0.269
N (-0.906, -1.348, -1.000)  -0.600
C (1.171, 1.578, 0.208)  -0.749
H (-1.474, 2.158, 0.665)  0.272
C (0.073, -0.265, -1.068)  -0.912
H (-0.088, 0.466, -1.864)  0.431
H (-1.639, -1.286, -1.700)  0.230
H (2.302, 0.010, 0.542)  0.325
H (1.028, 2.444, 0.870)  0.319
H (1.099, -0.585, -1.224)  0.452
H (-0.199, 0.233, 1.059)  0.176
N (-1.277, 1.583, -0.149)  -0.805
O (2.163, 0.837, 0.977)  -0.508
H (-2.006, 0.893, -0.272)  0.238
C (-0.076, 0.755, 0.108)  0.638
H (-0.809, -2.108, 0.958)  0.351
O (-0.730, -2.744, 1.713)  -0.699
H (-0.399, -2.197, -1.243)  0.254

Output
- HOMO (eV) = -9.7826

B.
C3H12N2O2 | the ωB97M-V functional and the def2-TZVPD basis

Last column: Mulliken charge in e.
Geometry (Å):
H (-0.660, -1.796, 0.621)  0.461
H (0.355, -2.140, -0.859)  0.282
H (-2.295, 2.390, 0.069)  0.316
C (0.301, -1.658, 0.117)  -1.388
O (0.818, 0.661, -1.196)  -0.780
N (-1.625, 0.522, -0.634)  -0.314
H (2.871, -0.683, -1.272)  0.215
O (1.100, 0.661, 1.050)  -0.528
H (-1.339, -0.434, -0.284)  0.111
C (-2.083, 1.393, 0.459)  -0.704
H (3.305, 0.050, 0.192)  0.226
H (-2.973, 0.992, 0.952)  0.325
H (-1.276, 1.465, 1.185)  0.227
H (-2.313, 0.436, -1.378)  0.320
C (1.293, -0.005, -0.185)  0.472
H (1.375, 0.044, 1.738)  0.339
H (-0.451, 0.764, -1.029)  0.498
N (2.610, -0.475, -0.320)  -0.507
H (0.989, -2.189, 0.775)  0.429

Output
- HOMO (eV) = -7.9843

The least stable of them is B.